## 1
An isolated molecule of C3H6N2S2. Source: the Open Molecules 2025 dataset; level of theory: ωB97M-V/def2-TZVPD.

Each line ends with the Mulliken charge.
CARTESIAN COORDINATES (ANGSTROEM)
C1 -1.933 0.341 -0.686  -0.685
N1 -1.495 -0.974 -0.258  -0.414
C2 -0.549 -1.131 0.498  0.158
N2 0.335 -0.142 1.114  -0.371
S1 0.892 1.314 0.363  0.032
C3 2.459 0.665 -0.284  -0.139
S2 3.052 -0.791 -0.265  -0.224
H1 -1.418 0.468 -1.705  0.264
H2 -1.690 1.156 0.062  0.227
H3 -3.009 0.422 -0.859  0.262
H4 -0.478 -2.127 0.991  0.293
H5 0.872 -0.636 1.919  0.309
H6 2.962 1.434 -0.892  0.289

Properties
M ... 134.23 g mol⁻¹
Charge ... 0
Gap between HOMO and LUMO ... 8.7 eV
Structure (SMILES) ... C/N=C\NSC=S
E_HOMO ... -8.97 eV
Lowest unoccupied orbital energy ... -0.26 eV

=====

## 2
A cluster of 2 separate species, C3H6N2S2 in total. Source: the Open Molecules 2025 dataset; level of theory: ωB97M-V/def2-TZVPD.

Each line ends with the Mulliken charge.
CARTESIAN COORDINATES (ANGSTROEM)
C1 -0.984 -0.679 1.341  -0.594
N1 0.115 -0.221 0.623  -0.018
C2 1.359 -0.812 0.652  -0.059
S1 2.529 -0.043 -0.146  -0.420
H1 -0.859 -1.734 1.655  0.267
H2 -1.190 -0.080 2.331  0.250
H3 -1.893 -0.437 0.801  0.168
H4 0.098 0.622 0.023  0.064
H5 1.525 -1.735 1.079  0.340
N2 0.584 1.534 -2.231  -0.309
C3 -0.542 1.337 -1.942  0.345
S2 -1.999 1.303 -1.374  -0.364
H6 1.257 0.945 -2.812  0.328

Properties
M ... 134.23 g mol⁻¹
Charge ... 0
Gap between HOMO and LUMO ... 8.8 eV
Structure (SMILES) ... CNC=S.N=C=S
E_HOMO ... -8.39 eV
Lowest unoccupied orbital energy ... 0.43 eV

=====

Least stable structure: 1

=====

## 1
An isolated molecule of C3H6N2S2. Source: the Open Molecules 2025 dataset; level of theory: ωB97M-V/def2-TZVPD.

Each line ends with the Mulliken charge.
CARTESIAN COORDINATES (ANGSTROEM)
N1 -3.069 -0.105 -0.174  -0.504
N2 -1.938 -0.944 -0.038  -0.294
C1 -0.775 -0.439 0.023  0.383
S1 0.662 -1.649 -0.015  -0.179
C2 1.929 -0.465 -0.302  -0.521
C3 1.500 0.865 0.223  -0.498
S2 -0.140 1.208 -0.198  -0.143
H1 -3.889 -0.614 0.053  0.246
H2 -2.811 0.695 0.478  0.235
H3 2.092 -0.387 -1.399  0.271
H4 2.765 -0.929 0.126  0.362
H5 2.163 1.668 -0.103  0.349
H6 1.512 1.096 1.326  0.293

Properties
M ... 134.23 g mol⁻¹
Charge ... 0
Gap between HOMO and LUMO ... 8.9 eV
Structure (SMILES) ... NN=C1SCCS1
E_HOMO ... -8.26 eV
Lowest unoccupied orbital energy ... 0.62 eV

=====

## 2
An isolated molecule of C3H6N2S2. Source: the Open Molecules 2025 dataset; level of theory: ωB97M-V/def2-TZVPD.

Each line ends with the Mulliken charge.
CARTESIAN COORDINATES (ANGSTROEM)
C1 -1.862 -0.378 -0.287  -0.744
S1 -1.151 -1.811 -1.196  0.011
N1 0.425 -1.696 -0.566  -0.165
C2 0.871 -2.865 0.263  0.388
N2 1.189 -3.766 0.892  -0.408
S2 1.723 -0.913 -1.372  0.016
C3 1.746 0.562 -0.233  -0.701
H1 -3.044 -0.388 -0.379  0.293
H2 -1.552 0.578 -0.724  0.247
H3 -1.385 -0.487 0.638  0.274
H4 2.590 0.515 0.421  0.298
H5 0.799 0.690 0.341  0.177
H6 1.870 1.455 -0.840  0.315

Properties
M ... 134.23 g mol⁻¹
Charge ... 0
Gap between HOMO and LUMO ... 9.8 eV
Structure (SMILES) ... CSN(C#N)SC
E_HOMO ... -9.30 eV
Lowest unoccupied orbital energy ... 0.46 eV

=====

## 3
An isolated molecule of C3H6N2S2. Source: the Open Molecules 2025 dataset; level of theory: ωB97M-V/def2-TZVPD.

Each line ends with the Mulliken charge.
CARTESIAN COORDINATES (ANGSTROEM)
C1 2.268 -0.426 0.284  -0.741
C2 0.921 -0.305 -0.257  0.379
N1 0.423 1.087 -0.284  -0.458
N2 -0.906 1.199 -0.588  -0.215
C3 -1.608 -0.088 -0.646  -0.109
S1 -2.835 -0.407 0.715  -0.218
S2 -0.383 -1.429 -0.650  -0.158
H1 2.728 0.621 0.027  0.252
H2 2.750 -1.209 -0.316  0.276
H3 2.397 -0.761 1.322  0.250
H4 -1.256 1.800 0.119  0.312
H5 -2.113 -0.233 -1.589  0.294
H6 -2.385 0.152 1.863  0.135

Properties
M ... 134.23 g mol⁻¹
Charge ... 0
Gap between HOMO and LUMO ... 8.5 eV
Structure (SMILES) ... CC1=NN[C@H](S)S1
E_HOMO ... -7.81 eV
Lowest unoccupied orbital energy ... 0.68 eV

=====

Least stable structure: 3

=====

## 1
A cluster of 2 separate species, C3H9NO2S2 in total. Source: the Open Molecules 2025 dataset; level of theory: ωB97M-V/def2-TZVPD.

Each line ends with the Mulliken charge.
CARTESIAN COORDINATES (ANGSTROEM)
N1 0.926 -0.493 -0.672  -0.648
C1 0.741 -0.956 0.795  0.037
C2 1.074 -2.445 0.708  -0.188
O1 0.449 -3.219 1.450  -0.500
C3 -0.710 -0.548 1.157  -0.771
S1 -0.621 1.035 2.156  -0.055
S2 -0.839 2.245 0.457  -0.276
H1 -0.033 -0.862 -1.044  0.276
H2 1.121 0.543 -0.821  0.283
H3 1.539 -0.407 1.465  0.382
H4 1.802 -2.778 0.075  0.496
H5 -1.079 -1.087 2.033  0.257
H6 -1.536 -0.721 0.433  0.536
H7 -0.085 3.451 0.573  0.184
O2 -0.751 2.367 -3.022  -0.599
H8 -1.320 2.278 -2.237  0.296
H9 -0.677 1.596 -3.506  0.291

Properties
M ... 155.24 g mol⁻¹
Charge ... 0
Gap between HOMO and LUMO ... 8.7 eV
Structure (SMILES) ... N[C@H](C=O)CSS.O
E_HOMO ... -8.63 eV
Lowest unoccupied orbital energy ... 0.09 eV

=====

## 2
A cluster of 2 separate species, C3H9NO2S2 in total. Source: the Open Molecules 2025 dataset; level of theory: ωB97M-V/def2-TZVPD.

Each line ends with the Mulliken charge.
CARTESIAN COORDINATES (ANGSTROEM)
N1 1.205 -1.836 -0.389  -0.297
C1 0.036 -1.655 0.271  0.294
O1 -0.569 -2.525 0.850  -0.619
C2 -0.519 -0.248 0.142  -0.508
C3 -0.806 0.283 1.549  -0.558
S1 -2.165 1.415 1.720  -0.101
S2 -2.479 2.301 -0.121  -0.257
H1 1.637 -1.039 -0.825  0.171
H2 1.740 -2.690 -0.394  0.224
H3 0.064 0.469 -0.428  0.415
H4 -1.368 -0.272 -0.545  0.402
H5 0.152 0.658 1.907  0.369
H6 -1.206 -0.551 2.109  0.320
H7 -3.701 1.808 -0.385  0.161
O2 2.450 1.000 -1.684  -0.626
H8 2.750 1.132 -2.593  0.306
H9 2.779 1.751 -1.183  0.303

Properties
M ... 155.24 g mol⁻¹
Charge ... 0
Gap between HOMO and LUMO ... 8.9 eV
Structure (SMILES) ... NC(=O)CCSS.O
E_HOMO ... -8.64 eV
Lowest unoccupied orbital energy ... 0.25 eV

=====

## 3
A cluster of 3 separate species, C3H9NO2S2 in total. Source: the Open Molecules 2025 dataset; level of theory: ωB97M-V/def2-TZVPD.

Each line ends with the Mulliken charge.
CARTESIAN COORDINATES (ANGSTROEM)
N1 -0.476 -1.952 0.658  -0.439
C1 -0.618 -1.425 -0.624  -0.378
C2 -1.824 -0.503 -0.781  0.053
O1 -2.650 -0.311 0.158  -0.785
C3 -0.465 0.221 -0.810  -0.813
S1 2.231 -0.501 -0.404  -0.078
S2 2.508 1.426 0.135  -0.145
H1 0.462 -1.872 1.015  0.274
H2 -1.171 -1.570 1.300  0.295
H3 0.011 -1.934 -1.335  0.584
H4 -2.242 -0.717 -1.776  0.330
H5 -0.025 0.378 -1.785  0.423
H6 -0.266 1.081 -0.187  0.470
H7 2.225 1.213 1.424  0.210
H8 -3.156 1.123 0.755  0.439
H9 -3.608 2.711 0.728  0.272
O2 -3.436 1.928 1.245  -0.712

Properties
M ... 155.24 g mol⁻¹
Charge ... 0
Gap between HOMO and LUMO ... 5.1 eV
E_HOMO ... -8.54 eV
Lowest unoccupied orbital energy ... -3.42 eV

=====

Least stable structure: 3

=====

## 1
An isolated molecule of C4H12N2S. Source: the Open Molecules 2025 dataset; level of theory: ωB97M-V/def2-TZVPD.

Each line ends with the Mulliken charge.
CARTESIAN COORDINATES (ANGSTROEM)
N1 2.684 0.904 1.211  -0.627
C1 1.985 0.130 0.237  -0.193
N2 0.722 -0.456 0.604  -0.194
C2 -0.065 -0.914 -0.481  -0.933
C3 -0.972 0.127 -1.218  -0.364
C4 -1.968 0.827 -0.109  -0.715
S1 -2.733 -0.421 1.032  -0.246
H1 3.474 0.374 1.534  0.274
H2 2.191 0.961 2.070  0.265
H3 2.603 -0.621 -0.263  0.298
H4 1.556 0.724 -0.624  0.079
H5 0.694 -1.080 1.387  0.204
H6 -0.769 -1.754 -0.290  0.475
H7 0.610 -1.268 -1.281  0.298
H8 -1.738 -0.314 -2.031  0.262
H9 -0.244 0.800 -1.750  0.303
H10 -2.773 1.256 -0.701  0.383
H11 -1.568 1.593 0.545  0.307
H12 -3.686 -0.868 0.128  0.126

Properties
M ... 120.22 g mol⁻¹
Charge ... 0
Gap between HOMO and LUMO ... 9.4 eV
Structure (SMILES) ... NCNCCCS
E_HOMO ... -8.48 eV
Lowest unoccupied orbital energy ... 0.88 eV

=====

## 2
A cluster of 2 separate species, C4H12N2S in total. Source: the Open Molecules 2025 dataset; level of theory: ωB97M-V/def2-TZVPD.

Each line ends with the Mulliken charge.
CARTESIAN COORDINATES (ANGSTROEM)
C1 -0.720 -0.225 2.056  -1.226
C2 -0.226 0.308 0.676  0.151
C3 0.188 -0.999 -0.393  -0.488
S1 1.386 -1.982 0.278  -0.159
N1 -0.975 1.298 0.198  -0.441
C4 -0.252 2.239 -0.631  -0.396
N2 -0.752 2.087 -1.981  -0.542
H1 -0.651 0.685 2.645  0.365
H2 -0.089 -1.097 2.267  0.337
H3 -1.749 -0.588 2.015  0.301
H4 0.445 -3.554 -2.112  0.071
H5 0.389 -0.485 -1.333  0.179
H6 -0.780 -1.492 -0.503  0.355
H7 0.001 -3.651 -1.522  -0.069
H8 0.776 0.651 0.955  0.382
H9 0.823 2.075 -0.670  0.400
H10 -0.425 3.280 -0.352  0.304
H11 -1.764 1.989 -2.037  0.239
H12 -0.272 1.447 -2.593  0.235

Properties
M ... 120.22 g mol⁻¹
Charge ... 0
Gap between HOMO and LUMO ... 5.9 eV
E_HOMO ... -8.43 eV
Lowest unoccupied orbital energy ... -2.49 eV

=====

## 3
A cluster of 2 separate species, C4H12N2S in total. Source: the Open Molecules 2025 dataset; level of theory: ωB97M-V/def2-TZVPD.

Each line ends with the Mulliken charge.
CARTESIAN COORDINATES (ANGSTROEM)
C1 -1.008 0.670 -0.627  -0.692
N1 0.441 0.458 -0.423  -0.172
C2 0.883 0.969 0.846  -0.016
C3 1.304 -0.110 1.800  -0.863
S1 0.298 -1.571 1.831  -0.400
C4 -1.457 0.155 -1.999  -0.611
N2 -0.549 0.618 -3.037  -0.501
H1 -1.697 0.240 0.097  0.337
H2 -1.030 1.758 -0.756  0.524
H3 0.604 -0.548 -0.296  0.183
H4 -0.140 1.364 1.427  -0.582
H5 1.581 1.798 0.765  0.480
H6 2.286 -0.444 1.430  0.335
H7 1.423 0.268 2.813  0.370
H8 -0.672 2.051 1.607  0.570
H9 -1.398 -0.939 -1.988  0.284
H10 -2.498 0.446 -2.144  0.325
H11 0.177 1.232 -2.694  0.211
H12 -0.924 1.043 -3.866  0.219

Properties
M ... 120.22 g mol⁻¹
Charge ... 0
Gap between HOMO and LUMO ... 5.2 eV
E_HOMO ... -7.43 eV
Lowest unoccupied orbital energy ... -2.24 eV

=====

Least stable structure: 3

=====

## 1
A cluster of 2 separate species, C4H12N2S in total. Source: the Open Molecules 2025 dataset; level of theory: ωB97M-V/def2-TZVPD.

Each line ends with the Mulliken charge.
CARTESIAN COORDINATES (ANGSTROEM)
C1 2.792 0.322 -0.096  -0.850
C2 -2.903 -0.561 -0.306  -0.999
C3 1.671 -0.749 -0.055  -0.727
C4 -1.509 -0.824 0.282  -0.521
N1 -0.229 1.590 -1.099  -0.703
N2 -0.442 1.540 1.414  -0.740
S1 -0.342 0.673 0.138  0.792
H1 2.597 0.955 -1.035  0.220
H2 2.795 0.926 0.796  0.268
H3 3.811 0.054 -0.336  0.356
H4 -3.612 -1.456 -0.136  0.326
H5 -3.378 0.394 -0.040  0.301
H6 -2.915 -0.677 -1.464  0.276
H7 1.459 -1.182 0.870  0.414
H8 1.308 -1.366 -0.977  0.323
H9 -0.870 -1.686 -0.018  0.409
H10 -1.522 -0.915 1.345  0.368
H11 0.097 1.210 -2.017  0.221
H12 0.125 2.419 1.247  0.268

Properties
M ... 120.22 g mol⁻¹
Charge ... 0
Gap between HOMO and LUMO (alpha / beta) ... 8.2 / 8.2 eV
E_HOMO (alpha / beta) ... -7.79 / -7.79 eV
Lowest unoccupied orbital energy (alpha / beta) ... 0.38 / 0.38 eV

=====

## 2
An isolated molecule of C4H12N2S. Source: the Open Molecules 2025 dataset; level of theory: ωB97M-V/def2-TZVPD.

Each line ends with the Mulliken charge.
CARTESIAN COORDINATES (ANGSTROEM)
N1 1.183 -0.090 -2.194  -0.515
C1 -0.230 0.234 -2.278  -0.741
C2 -0.887 0.915 -1.094  -0.434
N2 -1.026 0.006 0.117  -0.429
C3 0.195 -0.096 0.936  -0.292
C4 -0.230 -0.496 2.344  -0.792
S1 1.117 -0.675 3.593  -0.224
H1 1.336 -0.981 -1.784  0.237
H2 1.823 0.614 -1.914  0.214
H3 -0.689 -0.731 -2.508  0.339
H4 -0.478 0.833 -3.166  0.340
H5 -1.914 1.066 -1.426  0.384
H6 -0.303 1.748 -0.698  0.333
H7 -1.770 0.411 0.669  0.223
H8 0.804 0.810 0.991  0.316
H9 0.703 -0.953 0.502  0.189
H10 -0.836 0.292 2.779  0.352
H11 -0.724 -1.461 2.267  0.395
H12 1.925 -1.446 2.863  0.103

Properties
M ... 120.22 g mol⁻¹
Charge ... 0
Gap between HOMO and LUMO ... 9.8 eV
Structure (SMILES) ... NCCNCCS
E_HOMO ... -8.81 eV
Lowest unoccupied orbital energy ... 0.94 eV

=====

Least stable structure: 1

=====

## 1
An isolated molecule of C4H12N2S. Source: the Open Molecules 2025 dataset; level of theory: ωB97M-V/def2-TZVPD.

Each line ends with the Mulliken charge.
CARTESIAN COORDINATES (ANGSTROEM)
N1 1.623 -1.023 -1.240  -0.582
C1 1.684 -0.557 0.210  -0.324
C2 1.235 0.945 0.263  -0.769
N2 0.188 1.234 -0.695  -0.317
C3 -1.125 0.573 -0.592  -0.564
C4 -1.543 -0.018 0.790  -0.504
S1 -3.235 -0.758 0.723  -0.257
H1 2.326 -1.733 -1.409  0.254
H2 0.734 -1.494 -1.368  0.151
H3 1.011 -1.184 0.798  0.125
H4 2.717 -0.756 0.459  0.450
H5 0.913 1.165 1.290  0.256
H6 2.137 1.550 0.156  0.395
H7 0.589 1.163 -1.619  0.340
H8 -1.853 1.366 -0.777  0.313
H9 -1.110 -0.262 -1.296  0.334
H10 -1.381 0.800 1.497  0.366
H11 -0.869 -0.793 1.144  0.200
H12 -4.041 -0.218 1.664  0.133

Properties
M ... 120.22 g mol⁻¹
Charge ... 0
Gap between HOMO and LUMO ... 9.4 eV
Structure (SMILES) ... NCCNCCS
E_HOMO ... -8.54 eV
Lowest unoccupied orbital energy ... 0.91 eV

=====

## 2
A cluster of 2 separate species, C4H12N2S in total. Source: the Open Molecules 2025 dataset; level of theory: ωB97M-V/def2-TZVPD.

Each line ends with the Mulliken charge.
CARTESIAN COORDINATES (ANGSTROEM)
C1 -0.838 -0.533 0.345  -0.887
N1 -0.363 0.794 -0.205  -0.273
C2 -0.461 1.799 0.899  -0.378
N2 -0.476 3.096 0.347  -0.657
C3 -0.399 -1.749 -0.494  -0.082
C4 1.122 -1.990 -0.824  -1.073
S1 2.375 -0.816 -1.421  -0.179
H1 -0.590 -0.624 1.451  0.324
H2 -1.931 -0.452 0.322  0.408
H3 0.610 0.717 -0.498  0.149
H4 0.212 1.837 1.777  0.360
H5 -1.562 1.582 1.340  0.273
H6 0.501 3.382 0.067  0.243
H7 -1.034 3.123 -0.505  0.291
H8 -0.781 -2.651 0.049  0.280
H9 -0.803 -1.628 -1.529  0.236
H10 1.492 -2.561 0.006  0.441
H11 1.107 -2.807 -1.595  0.382
H12 1.818 -0.519 0.468  0.142

Properties
M ... 120.22 g mol⁻¹
Charge ... 0
Gap between HOMO and LUMO ... 7.5 eV
E_HOMO ... -8.91 eV
Lowest unoccupied orbital energy ... -1.43 eV

=====

## 3
An isolated molecule of C4H12N2S. Source: the Open Molecules 2025 dataset; level of theory: ωB97M-V/def2-TZVPD.

Each line ends with the Mulliken charge.
CARTESIAN COORDINATES (ANGSTROEM)
N1 -1.101 -1.149 3.020  -0.585
C1 -0.993 -1.439 1.676  -0.441
N2 -0.034 -0.551 0.972  -0.217
C2 -0.382 0.801 0.691  -0.696
C3 -0.753 0.883 -0.850  -0.906
C4 0.130 0.064 -1.766  -0.358
S1 1.669 0.826 -1.977  -0.271
H1 -1.343 -1.779 3.765  0.255
H2 -1.852 -0.405 3.174  0.172
H3 -1.979 -1.597 1.010  0.226
H4 -0.761 -2.504 1.717  0.404
H5 0.736 -0.595 1.602  0.211
H6 0.308 1.466 1.143  0.496
H7 -1.329 0.893 1.412  0.214
H8 -0.802 1.926 -1.088  0.489
H9 -1.838 0.537 -0.852  0.262
H10 -0.545 0.047 -2.696  0.317
H11 0.306 -0.964 -1.514  0.325
H12 2.318 -0.191 -2.485  0.104

Properties
M ... 120.22 g mol⁻¹
Charge ... 0
Gap between HOMO and LUMO ... 9.6 eV
Structure (SMILES) ... NCNCCCS
E_HOMO ... -8.63 eV
Lowest unoccupied orbital energy ... 0.97 eV

=====

## 4
An isolated molecule of C4H12N2S. Source: the Open Molecules 2025 dataset; level of theory: ωB97M-V/def2-TZVPD.

Each line ends with the Mulliken charge.
CARTESIAN COORDINATES (ANGSTROEM)
C1 0.866 0.218 -2.785  -0.780
N1 0.151 -0.742 -1.922  -0.386
C2 -0.276 -0.460 -0.529  0.171
C3 -0.951 0.881 -0.181  -0.759
N2 -2.154 1.023 0.646  -0.715
C4 1.047 -0.527 0.378  -1.133
S1 0.684 -0.213 2.166  -0.251
H1 0.587 1.365 -2.706  0.251
H2 1.987 0.222 -2.676  0.251
H3 0.850 -0.085 -3.855  0.354
H4 -0.856 -0.945 -2.249  0.301
H5 -0.902 -1.278 -0.181  0.455
H6 -1.265 1.402 -1.133  0.295
H7 -0.207 1.436 0.344  0.442
H8 -2.543 0.054 0.721  0.261
H9 -1.942 1.076 1.735  0.322
H10 1.548 -1.458 0.421  0.446
H11 1.756 0.289 -0.010  0.341
H12 -0.049 -1.312 2.554  0.132

Properties
M ... 120.22 g mol⁻¹
Charge ... 0
Gap between HOMO and LUMO ... 9.5 eV
Structure (SMILES) ... CN[C@H](CN)CS
E_HOMO ... -8.74 eV
Lowest unoccupied orbital energy ... 0.78 eV

=====

Least stable structure: 2